{
  "formula": "C36H43N3O4S2",
  "method": "ωB97M-V with the def2-TZVPD basis set",
  "smiles": "C=C[C@]1(N=C=S)[C@H](OCCC)CS(=O)(=O)O[C@]1(NCCC)c1ccccn1.c1ccccc1.c1ccccc1.c1ccccc1",
  "largest_force_ev_per_a": 6.6,
  "e_tot_ha": -2658.949987,
  "relative_energy_kj_mol": 296.4,
  "multiplicity": 1,
  "gap_ev": 9.15,
  "homo_energy_ev": -8.855,
  "symbols": ["C", "C", "C", "N", "C", "S", "C", "O", "C", "C", "C", "C", "S", "O", "O", "O", "C", "N", "C", "C", "C", "C", "C", "C", "C", "C", "N", "H", "H", "H", "H", "H", "H", "H", "H", "H", "H", "H", "H", "H", "H", "H", "H", "H", "H", "H", "H", "H", "H", "H", "H", "H", "C", "C", "C", "C", "C", "C", "H", "H", "H", "H", "H", "H", "C", "C", "C", "C", "C", "C", "H", "H", "H", "H", "H", "H", "C", "C", "C", "C", "C", "C", "H", "H", "H", "H", "H", "H"],
  "xyz": [[5.4509, -0.0289, 1.3028], [4.2089, 0.4181, 0.9571], [2.8770, 0.0688, 1.7714], [3.4405, -0.9415, 2.7491], [2.6061, -1.5445, 3.3985], [1.3870, -2.3586, 4.0741], [1.9036, -0.6021, 0.7025], [2.7208, -1.0367, -0.3817], [2.0016, -1.4231, -1.5467], [0.9960, -2.6359, -1.3466], [1.6662, -3.7649, -0.4575], [0.6748, 0.3164, 0.2595], [-0.1199, 0.9790, 1.7607], [-0.8636, 2.2517, 1.5260], [-1.1441, -0.0060, 2.1308], [0.9100, 1.0423, 3.0329], [2.3024, 1.2707, 2.6051], [3.0125, 1.4992, 3.8510], [4.3394, 2.1040, 3.7631], [5.3993, 1.2053, 4.5681], [4.7379, 0.3867, 5.7534], [2.2024, 2.7024, 1.8617], [1.7058, 3.7492, 2.7905], [1.5478, 5.1035, 2.2310], [1.9228, 5.1633, 0.8183], [2.3583, 4.0562, 0.0097], [2.4911, 2.8208, 0.5618], [6.3149, 0.6683, 1.1632], [5.6554, -1.0636, 1.6566], [4.1410, 1.0255, 0.0191], [1.3966, -1.5379, 1.0875], [1.5366, -0.5641, -2.1187], [2.7784, -1.8238, -2.2622], [-0.0229, -2.3296, -1.0047], [0.8690, -3.0880, -2.3705], [2.7814, -3.5862, -0.4888], [1.3807, -3.6820, 0.6254], [1.5041, -4.7934, -0.8643], [0.9418, 1.0790, -0.5109], [-0.0981, -0.3459, -0.2192], [2.4211, 1.8340, 4.6012], [4.7236, 2.3545, 2.7499], [4.3142, 3.0779, 4.3413], [6.0377, 0.5838, 3.8941], [6.0965, 1.9432, 5.0680], [4.3710, -0.5752, 5.3276], [5.4943, 0.2386, 6.5755], [3.9162, 0.9987, 6.2217], [1.4563, 3.5598, 3.8547], [1.2151, 5.9718, 2.8327], [1.8594, 6.1669, 0.3270], [2.5835, 4.2327, -1.0686], [-6.1859, 2.9312, -1.3275], [-4.8861, 2.9619, -1.8172], [-3.8157, 2.7126, -0.9662], [-4.0441, 2.4230, 0.3741], [-5.3456, 2.3883, 0.8615], [-6.4157, 2.6466, 0.0128], [-7.0202, 3.1290, -1.9911], [-4.7064, 3.1815, -2.8644], [-2.8013, 2.7431, -1.3475], [-3.1970, 2.2220, 1.0330], [-5.5258, 2.1600, 1.9057], [-7.4293, 2.6247, 0.3960], [-9.3302, 3.9426, -6.4158], [-9.2573, 2.5587, -6.5172], [-8.3077, 1.8566, -5.7850], [-7.4367, 2.5378, -4.9434], [-7.5122, 3.9225, -4.8393], [-8.4559, 4.6249, -5.5785], [-10.0689, 4.4900, -6.9897], [-9.9411, 2.0266, -7.1685], [-8.2468, 0.7779, -5.8694], [-6.6989, 1.9896, -4.3684], [-6.8337, 4.4543, -4.1814], [-8.5110, 5.7044, -5.5014], [1.9361, -9.4988, -2.0955], [2.8079, -8.4838, -2.4699], [3.1638, -7.5002, -1.5552], [2.6549, -7.5374, -0.2624], [1.7859, -8.5545, 0.1129], [1.4230, -9.5329, -0.8045], [1.6561, -10.2640, -2.8102], [3.2100, -8.4588, -3.4762], [3.8387, -6.7046, -1.8493], [2.9361, -6.7727, 0.4527], [1.3904, -8.5840, 1.1217], [0.7411, -10.3230, -0.5131]]
}

---

{
  "formula": "C36H44F5N4ORhTe",
  "method": "ωB97M-V with the def2-TZVPD basis set",
  "largest_force_ev_per_a": 0.4,
  "e_tot_ha": -2570.436503,
  "multiplicity": 1,
  "gap_ev": [5.07, 5.07],
  "homo_energy_ev": [-7.507, -7.508],
  "symbols": ["Rh", "C", "C", "C", "C", "C", "C", "C", "C", "C", "C", "C", "C", "C", "C", "C", "C", "N", "C", "C", "C", "N", "C", "C", "C", "N", "C", "C", "C", "C", "C", "C", "C", "C", "C", "C", "C", "C", "N", "C", "C", "H", "H", "H", "H", "H", "H", "H", "H", "H", "H", "H", "H", "H", "H", "H", "H", "H", "H", "H", "H", "H", "H", "H", "H", "H", "H", "H", "H", "H", "H", "H", "H", "H", "H", "H", "H", "H", "H", "H", "H", "H", "H", "H", "H", "F", "Te", "F", "F", "F", "F", "O"],
  "xyz": [[-0.0466, -0.1180, -0.1733], [-4.4906, 2.3665, -3.8166], [-3.4282, 3.2423, -3.1469], [-2.1884, 2.4835, -2.7898], [-0.9915, 2.4416, -3.4646], [-0.6190, 3.1542, -4.7262], [-0.8841, 2.3153, -5.9786], [-0.1531, 1.5456, -2.7323], [1.1573, 1.2230, -3.0623], [2.0199, 0.4077, -2.3710], [3.3828, 0.1419, -2.7340], [4.0899, 0.6767, -3.9384], [4.7059, 2.0540, -3.6770], [3.9065, -0.6259, -1.7298], [2.8453, -0.8233, -0.7893], [2.9919, -1.5443, 0.4308], [2.0453, -1.7836, 1.3538], [0.7091, -1.3747, 1.2678], [0.1583, -1.7303, 2.4050], [-1.2712, -1.5287, 2.7797], [-2.1811, -0.7205, 1.9144], [-1.8418, -0.1038, 0.8086], [-2.9789, 0.5978, 0.3955], [-3.0410, 1.3925, -0.6940], [-2.0371, 1.6178, -1.6671], [-0.8193, 1.0455, -1.6513], [-4.0556, 0.3442, 1.3276], [-3.5632, -0.5003, 2.2738], [-4.2722, -1.1050, 3.4456], [-4.7380, -2.5401, 3.1852], [-5.4370, 0.8949, 1.1971], [-6.2713, 0.1524, 0.1484], [1.0772, -2.3958, 3.2968], [2.2652, -2.4203, 2.6372], [3.5970, -2.8572, 3.1428], [4.4249, -1.6518, 3.6118], [0.7838, -2.8655, 4.6877], [1.1302, -1.8178, 5.7500], [1.7221, -0.2140, -1.1787], [5.2894, -1.1887, -1.6229], [5.3656, -2.6491, -2.0739], [-5.3834, 2.9450, -4.0563], [-4.7867, 1.5390, -3.1687], [-4.1065, 1.9330, -4.7409], [-3.8468, 3.7137, -2.2540], [-3.1621, 4.0613, -3.8176], [0.4339, 3.4427, -4.6919], [-1.1804, 4.0884, -4.7876], [-0.3110, 1.3868, -5.9547], [-0.6118, 2.8617, -6.8822], [-1.9391, 2.0474, -6.0476], [1.5515, 1.6844, -3.9599], [3.4002, 0.7331, -4.7837], [4.8721, -0.0254, -4.2347], [3.9389, 2.7772, -3.3968], [5.2229, 2.4253, -4.5623], [5.4215, 2.0064, -2.8555], [3.9872, -1.9081, 0.6506], [-1.7112, -2.5304, 2.8900], [-3.9746, 1.9199, -0.8497], [-5.1415, -0.4898, 3.6840], [-3.6270, -1.0700, 4.3226], [-5.4331, -2.5749, 2.3451], [-5.2419, -2.9487, 4.0613], [-3.9039, -3.2027, 2.9446], [-5.3830, 1.9574, 0.9482], [-5.9369, 0.8355, 2.1647], [-5.8054, 0.2013, -0.8367], [-7.2701, 0.5826, 0.0743], [-6.3728, -0.9011, 0.4122], [4.1349, -3.4001, 2.3612], [3.4583, -3.5562, 3.9701], [4.6021, -0.9521, 2.7958], [5.3831, -1.9815, 4.0145], [3.8928, -1.0947, 4.3809], [1.3644, -3.7729, 4.8764], [-0.2664, -3.1551, 4.7709], [2.2011, -1.6158, 5.7474], [0.8552, -2.1777, 6.7418], [0.6252, -0.8712, 5.5643], [5.6488, -1.1001, -0.5945], [5.9679, -0.5816, -2.2250], [4.7097, -3.2792, -1.4700], [6.3814, -3.0362, -1.9880], [5.0481, -2.7482, -3.1129], [-1.0015, 2.5203, 2.8721], [0.6531, 1.4687, 2.6536], [1.1862, 1.7811, 4.5364], [-1.2963, -0.9626, 4.0512], [2.5063, 0.7874, 2.3603], [1.4229, 3.1460, 2.3917], [0.4646, 1.5524, 0.6433]]
}